55
Properties=species:S:1:pos:R:3:mulliken_charge:R:1 method="wB97M-V/def2-TZVPD" energy_ha=-1362.24148 e_homo_ev=-10.82 charge=+1 fmax_ev_per_a=0.6 homo_lumo_gap_ha=0.28384 lumo_ev=-3.101
C 3.845 2.993 2.311 -1.10
C 3.655 1.474 2.384 -0.29
O 2.855 0.956 1.325 -0.30
C 3.461 1.039 0.051 -0.59
C 2.334 0.996 -0.972 0.10
O 2.859 0.575 -2.208 -0.38
C 2.008 0.700 -3.316 -0.63
C 1.458 -0.662 -3.730 -0.36
O 1.110 -1.438 -2.578 -0.30
C -0.163 -2.004 -2.600 -0.98
C -1.206 -1.027 -2.140 0.63
N -2.276 -0.581 -2.772 0.25
N -2.998 0.301 -2.044 -0.77
C -2.340 0.437 -0.917 0.14
Si -2.792 1.562 0.581 -0.03
C -1.399 1.314 1.787 -0.86
C -4.419 1.017 1.270 -0.97
C -2.820 3.288 -0.096 -1.03
N -1.236 -0.384 -0.968 0.52
H 3.065 3.433 1.685 0.29
H 4.820 3.286 1.920 0.33
H 3.750 3.435 3.307 0.34
H 4.624 0.958 2.385 0.29
H 3.136 1.186 3.300 0.33
H 4.137 0.190 -0.121 0.28
H 4.041 1.962 -0.045 0.38
H 1.577 0.287 -0.597 -0.17
H 1.855 1.980 -1.067 0.29
H 1.193 1.407 -3.115 0.31
H 2.594 1.094 -4.155 0.36
H 2.204 -1.221 -4.300 0.42
H 0.581 -0.515 -4.378 0.30
H -0.437 -2.395 -3.586 0.46
H -0.164 -2.844 -1.897 0.33
H -2.583 -0.853 -3.695 0.23
H -0.416 1.329 1.299 0.17
H -1.483 0.373 2.341 0.35
H -1.400 2.133 2.511 0.37
H -5.235 1.089 0.547 0.35
H -4.649 1.691 2.106 0.33
H -4.391 -0.002 1.667 0.32
H -3.551 3.377 -0.907 0.35
H -3.067 4.011 0.685 0.35
H -1.840 3.534 -0.516 0.33
H -0.518 -0.465 -0.258 0.25
N -1.155 -3.089 1.171 0.07
C 0.031 -3.758 1.362 -0.34
C -0.157 -4.648 2.380 -0.61
C -1.502 -4.513 2.825 -0.59
C -2.094 -3.545 2.064 -0.43
H -1.316 -2.381 0.485 0.29
H 0.901 -3.541 0.765 0.39
H 0.586 -5.323 2.769 0.42
H -1.977 -5.068 3.616 0.41
H -3.094 -3.148 2.078 0.40



54
Properties=species:S:1:pos:R:3:mulliken_charge:R:1 method="wB97M-V/def2-TZVPD" energy_ha=-1031.83963 e_homo_ev=-11.84 charge=+1 fmax_ev_per_a=0.9 homo_lumo_gap_ha=0.36214 lumo_ev=-1.989
C -3.601 3.357 2.974 -1.19
C -2.143 3.198 3.388 -0.21
C -1.907 2.019 4.332 -0.77
C -2.151 0.646 3.688 -0.93
C -1.209 0.404 2.567 -0.08
C -1.380 0.586 1.205 0.05
N -0.196 0.257 0.648 0.78
C 0.144 0.260 -0.752 0.09
C 1.263 1.280 -1.078 -1.03
C 2.537 1.212 -0.231 -0.87
C 3.454 0.015 -0.535 -0.12
C 3.953 -0.689 0.722 -1.00
N 2.860 -1.467 1.340 -0.03
C 0.486 -1.173 -1.212 -0.23
O 0.916 -1.994 -0.405 -0.82
N 0.327 -1.461 -2.505 0.19
C -0.222 -0.635 -3.561 -0.62
C -1.524 -1.264 -4.074 -0.76
N -1.214 -2.588 -4.563 -0.40
C -0.719 -3.432 -3.495 -0.75
C 0.579 -2.819 -2.968 -0.76
N 0.643 -0.102 1.616 0.22
N 0.053 -0.021 2.753 -1.36
H -3.726 4.252 2.370 0.37
H -3.946 2.506 2.391 0.26
H -4.235 3.449 3.852 0.33
H -1.518 3.089 2.497 0.19
H -1.824 4.109 3.898 0.34
H -2.570 2.114 5.193 0.38
H -0.878 2.051 4.695 0.37
H -3.175 0.577 3.324 0.37
H -1.993 -0.125 4.443 0.35
H -2.223 0.912 0.633 0.47
H -0.765 0.581 -1.269 0.60
H 1.526 1.170 -2.131 0.32
H 0.834 2.277 -0.948 0.54
H 2.268 1.225 0.825 0.61
H 3.087 2.134 -0.421 0.46
H 2.939 -0.715 -1.159 0.00
H 4.320 0.356 -1.100 0.48
H 4.316 0.042 1.447 0.38
H 4.775 -1.362 0.468 0.45
H 3.156 -1.941 2.192 0.40
H 2.466 -2.144 0.668 0.35
H 1.969 -0.837 1.541 0.26
H -0.395 0.388 -3.238 0.49
H 0.500 -0.625 -4.384 0.26
H -1.917 -0.662 -4.894 0.43
H -2.266 -1.272 -3.254 0.31
H -2.012 -3.008 -5.024 0.25
H -0.513 -4.426 -3.892 0.45
H -1.434 -3.527 -2.659 0.31
H 0.972 -3.405 -2.138 0.39
H 1.313 -2.778 -3.777 0.39



50
Properties=species:S:1:pos:R:3:mulliken_charge:R:1 method="wB97M-V/def2-TZVPD" energy_ha=-833.50081 e_homo_ev=-8.29 fmax_ev_per_a=0.6 homo_lumo_gap_ha=0.33638 lumo_ev=0.866
C -5.094 3.078 -1.419 -1.69
C -4.103 2.631 -0.345 0.95
C -4.704 2.854 1.040 -1.46
C -2.782 3.388 -0.526 -1.11
C -1.670 3.009 0.453 -0.64
C -1.246 1.546 0.338 -0.85
C 0.029 1.214 1.125 0.65
C -0.216 1.288 2.630 -1.74
C 0.522 -0.179 0.716 -0.63
C 1.868 -0.551 1.334 -0.93
O 2.388 -1.741 0.741 -0.04
C 1.956 -2.905 1.228 0.77
O 1.186 -3.005 2.148 -0.62
C 2.569 -4.116 0.518 -0.96
N 3.154 -3.927 -0.778 -0.09
C 2.240 -3.478 -1.819 -0.31
C 3.150 -2.836 -2.859 -0.72
C 4.186 -2.139 -1.982 -0.48
C 4.390 -3.147 -0.850 -0.57
H -6.027 2.524 -1.334 0.41
H -4.687 2.910 -2.414 0.40
H -5.315 4.138 -1.314 0.35
H -3.918 1.560 -0.479 0.17
H -4.828 3.918 1.233 0.30
H -4.072 2.432 1.817 0.32
H -5.680 2.378 1.107 0.45
H -2.424 3.218 -1.544 0.37
H -2.982 4.458 -0.424 0.44
H -1.993 3.229 1.470 0.24
H -0.803 3.642 0.242 0.37
H -1.076 1.321 -0.718 0.38
H -2.050 0.898 0.690 0.29
H 0.802 1.945 0.858 0.43
H 0.707 1.139 3.184 0.45
H -0.614 2.261 2.906 0.48
H -0.928 0.524 2.934 0.29
H 0.631 -0.216 -0.372 0.30
H -0.215 -0.929 1.007 0.35
H 1.771 -0.714 2.410 0.36
H 2.616 0.220 1.135 0.32
H 1.775 -4.867 0.440 0.34
H 3.331 -4.522 1.192 0.37
H 1.515 -2.740 -1.445 0.08
H 1.685 -4.336 -2.210 0.37
H 3.629 -3.609 -3.461 0.31
H 2.615 -2.154 -3.517 0.35
H 3.769 -1.214 -1.582 0.13
H 5.109 -1.911 -2.510 0.38
H 4.622 -2.653 0.096 0.25
H 5.212 -3.835 -1.090 0.41



51
Properties=species:S:1:pos:R:3:mulliken_charge:R:1 method="wB97M-V/def2-TZVPD" energy_ha=-1283.35458 e_homo_ev=-14.68 charge=+2 fmax_ev_per_a=3.9 homo_lumo_gap_ha=0.06795 lumo_ev=-12.831
C -0.621 3.778 -3.475 -0.94
C -0.515 2.182 -3.625 -0.34
C -1.847 1.467 -3.019 -0.68
C -2.047 2.013 -1.520 -0.36
C -3.021 1.097 -0.645 -0.54
C -3.465 1.723 0.761 -0.75
C -2.375 2.618 1.500 -0.50
C -1.316 1.791 2.409 -0.70
C -1.088 0.283 1.941 0.01
C 0.136 -0.459 2.680 -0.75
C 0.340 -1.860 1.878 -0.56
C 1.767 -2.525 2.132 -0.53
C 1.985 -3.751 1.070 0.10
C 3.568 -3.807 0.681 -1.04
C 3.645 -3.072 -0.773 0.41
S 4.956 -1.763 -0.734 0.00
C 2.132 -2.542 -0.977 0.07
O 1.722 -1.534 -1.561 -0.51
N 1.387 -3.606 -0.280 -0.27
H -1.676 4.052 -3.838 0.27
H -0.526 4.138 -2.397 0.22
H 0.181 4.332 -4.087 0.34
H -0.498 1.941 -4.740 0.35
H 0.434 1.750 -3.146 0.19
H -1.672 0.344 -3.075 0.30
H -2.785 1.705 -3.612 0.35
H -2.404 3.092 -1.494 0.38
H -1.017 1.978 -1.000 0.30
H -3.924 0.846 -1.315 0.45
H -2.509 0.081 -0.465 0.16
H -4.399 2.353 0.580 0.37
H -3.771 0.865 1.460 0.30
H -2.957 3.275 2.252 0.35
H -1.813 3.345 0.834 0.30
H -1.758 1.754 3.471 0.35
H -0.349 2.415 2.420 0.24
H -2.024 -0.348 2.084 0.35
H -0.796 0.328 0.828 -0.20
H 1.063 0.217 2.585 0.28
H -0.042 -0.625 3.790 0.40
H -0.539 -2.520 2.219 0.29
H 0.147 -1.599 0.775 0.24
H 1.745 -3.036 3.162 0.40
H 2.632 -1.790 2.028 0.15
H 1.613 -4.711 1.558 0.54
H 3.863 -4.899 0.549 0.31
H 4.237 -3.215 1.380 0.31
H 3.771 -3.767 -1.678 0.41
H 4.353 -0.555 -0.368 0.28
H 0.366 -3.469 -0.323 0.40
Pd 5.709 -0.309 1.118 0.51